# 1
Formula: C16H13FN2O3
Source: the OMol25 dataset
Level of theory: ωB97M-V with the def2-TZVPD basis set

* orbital gap: 8.691 eV
* E: -1052.6546 Ha
* SMILES: CC(=O)Nc1ccccc1C(=O)C(=O)Nc1cccc(F)c1
* LUMO level: 0.0042 Eh
* F_max: 0.0108 hartree/bohr

The geometry in ORCA input format:
```
! wB97M-V def2-TZVPD RIJCOSX def2/J DEFGRID3
* xyz 0 1
C 1.7956 3.6961 0.4687
C 1.6167 2.2406 0.1189
O 0.5379 1.7434 -0.1396
N 2.7789 1.5377 0.1208
C 2.9197 0.1779 -0.2005
C 3.9944 -0.2144 -0.9905
C 4.1418 -1.5365 -1.3666
C 3.2037 -2.4784 -0.9754
C 2.1357 -2.1012 -0.1833
C 1.9922 -0.7790 0.2314
C 0.9241 -0.4169 1.1947
O 1.1065 0.2783 2.1676
C -0.4370 -1.0837 0.9431
O -0.5919 -2.2779 1.0995
N -1.3721 -0.1817 0.5764
C -2.7172 -0.3918 0.2763
C -3.3509 -1.6198 0.4524
C -4.6928 -1.7539 0.1453
C -5.4268 -0.6836 -0.3370
C -4.7794 0.5271 -0.5048
C -3.4425 0.6950 -0.2090
H -2.9716 1.6547 -0.3554
F -5.4756 1.5850 -0.9751
H -6.4731 -0.7739 -0.5795
H -5.1754 -2.7088 0.2855
H -2.7888 -2.4584 0.8268
H -1.0271 0.7605 0.4139
H 1.4167 -2.8329 0.1503
H 3.3098 -3.5080 -1.2797
H 4.9858 -1.8285 -1.9730
H 4.7151 0.5252 -1.3095
H 3.6393 2.0573 0.2174
H 0.8515 4.2172 0.3396
H 2.1035 3.7744 1.5098
H 2.5533 4.1588 -0.1596
*
```

# 2
Formula: C16H13FeNO7
Source: the OMol25 dataset
Level of theory: ωB97M-V with the def2-TZVPD basis set

* orbital gap (alpha / beta): 4.029 / 5.332 eV
* E: -2462.4046 Ha
* <S²>: 6.154
* LUMO level (alpha / beta): 0.1808 / 0.1268 Eh
* F_max: 0.0614 hartree/bohr

The geometry in ORCA input format:
```
! wB97M-V def2-TZVPD RIJCOSX def2/J DEFGRID3
* xyz -2 5
C 0.0489 -2.5061 3.0857
O -0.3566 -3.2651 1.9309
C -0.1265 -2.7540 0.6648
C -1.0888 -1.8853 0.0590
C -0.5032 -0.9039 -0.8914
C 0.1890 -1.7329 -1.8999
C 0.9787 -2.7983 -1.4755
C 0.9036 -3.2553 -0.1497
Fe -1.0424 -3.3941 -1.2661
C -2.4472 -2.8254 -2.1313
O -3.4551 -2.7273 -2.7020
C -1.9978 -4.4995 -0.2490
O -2.7389 -5.2499 0.2379
C -0.7919 -4.7081 -2.4396
O -0.9410 -5.6165 -3.1500
H -0.3792 -3.0306 3.9432
H 1.1468 -2.4989 3.1486
H -0.3369 -1.4759 3.0275
H -1.9708 -1.6126 0.6392
H -1.2556 -0.2273 -1.3280
H 0.2078 -0.2313 -0.3688
H 0.2737 -1.3652 -2.9245
H 1.6763 -3.2862 -2.1598
H 1.5479 -4.0482 0.2344
O 2.8269 5.5834 -1.8421
N 2.3990 6.0095 -0.7495
O 2.7498 7.1023 -0.2549
C 1.4551 5.2053 -0.0145
C 0.9511 5.6977 1.2025
C 0.0203 4.9239 1.9113
C -0.3827 3.6871 1.4496
C 0.1773 3.0920 0.2186
O -0.0848 1.9291 -0.1611
C 1.0742 3.9724 -0.5194
H 1.2872 6.6669 1.5595
H -0.3859 5.3143 2.8450
H -1.1092 3.0797 1.9883
H 1.4808 3.6345 -1.4690
*
```

# 3
Formula: C16H13IN7O2S2V
Source: the OMol25 dataset
Level of theory: ωB97M-V with the def2-TZVPD basis set

* orbital gap (alpha / beta): 7.386 / 8.333 eV
* E: -3189.4182 Ha
* <S²>: 2.018
* LUMO level (alpha / beta): -0.0377 / -0.0098 Eh
* F_max: 0.0236 hartree/bohr

The geometry in ORCA input format:
```
! wB97M-V def2-TZVPD RIJCOSX def2/J DEFGRID3
* xyz 0 3
V -1.6743 -0.2268 0.4097
I -2.6525 0.4171 2.7845
C 0.6550 -1.3561 -3.8958
C -0.1794 -0.2509 -3.8420
C -0.7707 0.0769 -2.6368
N -0.5539 -0.6164 -1.5171
C 0.2554 -1.6779 -1.5706
C 0.8733 -2.0849 -2.7392
H 1.1265 -1.6435 -4.8265
H -0.3768 0.3511 -4.7174
H -1.4466 0.9172 -2.5474
H 0.4006 -2.2073 -0.6383
H 1.5165 -2.9531 -2.7254
N -5.3192 -5.9583 -4.4159
C -4.9181 -5.1326 -3.4042
C -5.8359 -4.2695 -2.7867
C -5.4369 -3.4436 -1.7599
C -4.1112 -3.4517 -1.3361
C -3.1913 -4.3018 -1.9394
C -3.5899 -5.1373 -2.9627
S -3.6012 -2.3916 -0.0601
O -2.2721 -2.8036 0.3827
O -4.6828 -2.2497 0.8687
N -3.2008 -0.9744 -0.7972
C -3.7987 0.2515 -0.5779
S -5.4051 0.6949 -0.2833
C -4.8833 2.3124 0.0044
C -3.5486 2.4223 -0.1416
N -2.9058 1.2456 -0.4788
H -6.2712 -5.9710 -4.7265
H -4.6769 -6.5931 -4.8493
H -6.8686 -4.2660 -3.1128
H -6.1638 -2.8053 -1.2744
H -2.1658 -4.3104 -1.5957
H -2.8760 -5.8076 -3.4255
H -5.5781 3.0932 0.2633
H -2.9669 3.3184 0.0025
N 0.1435 -0.3458 1.1170
C 1.2311 -0.4231 1.5630
N 2.4241 -0.5635 1.9032
C 3.0066 -0.2699 3.0516
N 3.6029 -0.0300 4.0113
*
```

# 4
Formula: C16H13N5O5S
Source: the OMol25 dataset
Level of theory: ωB97M-V with the def2-TZVPD basis set

* orbital gap: 7.749 eV
* E: -1665.5817 Ha
* SMILES: COc1ccc(NC(=O)CSc2nnc(-c3ccncc3)o2)c([N+](=O)[O-])c1
* LUMO level: -0.0360 Eh
* F_max: 0.0346 hartree/bohr

The geometry in ORCA input format:
```
! wB97M-V def2-TZVPD RIJCOSX def2/J DEFGRID3
* xyz 0 1
C 4.2945 -2.7062 -2.8992
H 5.0622 -2.0363 -2.5007
O 3.5476 -3.3092 -1.8658
C 2.8435 -2.5214 -1.0251
C 2.1290 -3.1695 -0.0258
C 1.3689 -2.4612 0.8999
C 1.3083 -1.0511 0.8450
C 2.0332 -0.4187 -0.1662
C 2.7821 -1.1264 -1.0825
H 3.3169 -0.5790 -1.8416
H 2.0071 0.6565 -0.2228
N 0.5438 -0.3356 1.7533
C 0.4653 1.0100 1.9206
O 1.1069 1.8442 1.3257
C -0.5415 1.4050 2.9964
H -0.1668 1.1272 3.9821
H -0.6984 2.4833 2.9587
S -2.1540 0.5490 2.8518
C -2.5156 0.9291 1.2070
N -3.5824 0.6178 0.5346
N -3.4044 1.0956 -0.7057
C -2.2445 1.6765 -0.7463
C -1.6022 2.3227 -1.8656
C -0.3103 2.8358 -1.7446
C 0.2521 3.4347 -2.8600
N -0.3681 3.5436 -4.0224
C -1.5940 3.0575 -4.1290
C -2.2634 2.4359 -3.0886
H -3.2618 2.0459 -3.1975
H -2.0584 3.1742 -5.0990
H 1.2505 3.8499 -2.8223
H 0.2291 2.7675 -0.8120
O -1.6183 1.6047 0.4610
H -0.0045 -0.9314 2.3826
N 0.6836 -3.2446 1.8847
O 0.8471 -4.4422 1.8775
O -0.0361 -2.6746 2.6966
H 2.1629 -4.2459 0.0344
H 4.7735 -3.5275 -3.4287
H 3.6497 -2.1566 -3.5914
*
```

# 5
Formula: C16H14BF5N6Tc
Source: the OMol25 dataset
Level of theory: ωB97M-V with the def2-TZVPD basis set

* orbital gap (alpha / beta): 6.382 / 5.815 eV
* E: -1550.9544 Ha
* <S²>: 3.788
* LUMO level (alpha / beta): -0.3498 / -0.3680 Eh
* F_max: 0.0530 hartree/bohr

The geometry in ORCA input format:
```
! wB97M-V def2-TZVPD RIJCOSX def2/J DEFGRID3
* xyz 2 4
H -0.0004 3.0151 1.3237
N 0.2504 1.7750 -0.3873
B 0.9227 0.9290 -2.7410
N 0.7581 2.0278 -1.6661
C 1.0212 3.3252 -1.7935
Tc -0.2245 -0.1875 0.1587
H 1.4440 3.6777 -2.7355
C 0.6721 3.9670 -0.6171
H 0.7058 5.0191 -0.4487
C 0.2588 2.9656 0.2755
H 1.3230 1.3735 -3.7748
C -1.9277 -2.4769 1.3908
H -2.2334 -2.1513 2.4143
H -1.1327 -3.2630 1.3983
H -2.8062 -2.9025 0.8852
N -0.5134 0.3448 -2.8545
N 1.8112 -0.1455 -2.1218
N -1.1836 -0.1193 -1.7118
N 1.4725 -0.7306 -0.9013
C -1.3204 0.2105 -3.8949
C 2.9197 -0.7201 -2.5854
H -0.9201 0.5474 -4.8310
H 3.3149 -0.3460 -3.5174
C -2.5193 -0.3727 -3.4986
C 3.3022 -1.7285 -1.7188
C -2.3943 -0.5783 -2.1082
C 2.4188 -1.6698 -0.6537
H -3.3346 -0.6111 -4.1352
H 4.1043 -2.4224 -1.8872
H -3.0757 -1.0157 -1.3813
H 2.4094 -2.2133 0.2849
H -1.5908 -1.5535 0.8091
F 1.3098 -2.0637 2.2981
C 0.5481 -1.1375 2.9644
C -0.1626 -0.1557 2.2586
C -1.0002 0.6854 2.9979
F -1.7843 1.6031 2.3579
C -1.1033 0.5680 4.3891
F -1.9779 1.3615 5.0379
C -0.4215 -0.4441 5.0680
F -0.6930 -0.6952 6.3673
C 0.4121 -1.3006 4.3471
F 0.9410 -2.3911 4.9387
*
```

# 6
Formula: C16H14BrFPd
Source: the OMol25 dataset
Level of theory: ωB97M-V with the def2-TZVPD basis set

* orbital gap (alpha / beta): 4.422 / 4.762 eV
* E: -3419.7063 Ha
* <S²>: 2.015
* LUMO level (alpha / beta): 0.2025 / 0.2014 Eh
* F_max: 0.0459 hartree/bohr

The geometry in ORCA input format:
```
! wB97M-V def2-TZVPD RIJCOSX def2/J DEFGRID3
* xyz -2 3
C 1.3352 2.7296 -0.7861
C 0.3689 2.8663 0.2348
C 0.6542 1.8761 1.2493
H -0.4409 3.5891 0.2843
C 1.7921 1.1001 0.7890
C 2.1718 1.6154 -0.4889
H 3.0014 1.2416 -1.0887
H 1.4431 3.3966 -1.6387
H 0.1624 1.7794 2.2131
H 2.2824 0.3101 1.3563
Pd -0.1096 0.4361 -0.2125
Br -2.5342 1.4555 0.3294
C -1.0946 -0.5480 -2.1308
C 0.3341 -0.5172 -2.3673
C 0.6482 0.8049 -2.8516
H 1.0033 -1.3765 -2.3111
C -0.5236 1.5909 -2.8070
C -1.6095 0.7892 -2.3561
H -2.6458 1.0901 -2.2458
H -1.6999 -1.4388 -1.9719
H 1.6175 1.0996 -3.2322
H -0.6159 2.6287 -3.0853
F -0.9136 -4.2786 3.6695
C -0.6744 -3.2485 2.7936
C -1.1360 -3.3796 1.4947
C -0.8761 -2.3235 0.6161
C -0.2181 -1.2086 1.0747
C 0.2172 -1.0841 2.3704
C -0.0111 -2.1298 3.2833
H -1.6970 -4.2533 1.1704
H -1.2321 -2.3777 -0.3995
H 0.6980 -0.1834 2.7221
H 0.3029 -2.0516 4.3226
*
```

# 7
Formula: C16H14ClNO5
Source: the OMol25 dataset
Level of theory: ωB97M-V with the def2-TZVPD basis set

* orbital gap: 8.317 eV
* E: -1509.2572 Ha
* SMILES: [H]/N=c1\occ(C(=O)c2cc(Cl)ccc2O)cc1C(=O)OC(C)C
* LUMO level: -0.0188 Eh
* F_max: 0.0202 hartree/bohr

The geometry in ORCA input format:
```
! wB97M-V def2-TZVPD RIJCOSX def2/J DEFGRID3
* xyz 0 1
C -5.1923 -0.7792 1.4167
H -6.1142 -0.5254 1.9323
H -5.4221 -1.0615 0.3932
H -4.7279 -1.6254 1.9177
C -4.2532 0.4211 1.4351
C -4.8328 1.6177 0.6892
H -5.7409 1.9470 1.1862
H -5.0688 1.3443 -0.3354
H -4.1193 2.4389 0.6813
H -4.0320 0.7032 2.4716
O -2.9471 0.0693 0.9298
C -2.8088 -0.3475 -0.3252
O -3.6746 -0.4483 -1.1490
C -1.3630 -0.6334 -0.6018
C -0.4001 0.2752 -0.3425
C 0.9671 0.0085 -0.7024
C 1.2156 -1.1354 -1.3894
O 0.2956 -2.0466 -1.6614
C -1.0288 -1.9043 -1.2201
N -1.8504 -2.8420 -1.3437
H -1.4936 -3.6771 -1.7944
H 2.1815 -1.3856 -1.8102
C 1.9831 1.0533 -0.4600
O 1.6591 2.2367 -0.5223
C 3.3642 0.6425 -0.1809
C 3.6806 -0.6438 0.2713
C 4.9927 -1.0043 0.4831
C 6.0260 -0.0998 0.2484
C 5.7298 1.1784 -0.1616
C 4.4042 1.5852 -0.3544
O 4.1803 2.8477 -0.7113
H 3.2058 3.0026 -0.7284
H 6.5090 1.9055 -0.3244
H 7.0492 -0.4003 0.4085
Cl 5.3615 -2.5961 1.0503
H 2.8928 -1.3469 0.4896
H -0.6280 1.2257 0.1146
*
```

# 8
Formula: C16H14F2N4O3S
Source: the OMol25 dataset
Level of theory: ωB97M-V with the def2-TZVPD basis set

* orbital gap: 7.616 eV
* E: -1660.7512 Ha
* SMILES: C[C@@H](Oc1cc(-c2cnn(C(F)F)c2)cc2nscc12)[C@H]1CNC(=O)O1
* LUMO level: -0.0235 Eh
* F_max: 0.0691 hartree/bohr

The geometry in ORCA input format:
```
! wB97M-V def2-TZVPD RIJCOSX def2/J DEFGRID3
* xyz 0 1
O -3.5743 -2.7379 3.7152
F -2.7476 -0.9905 -4.9258
F -2.7230 1.1869 -5.4249
N 0.3945 0.8301 -5.3331
N 4.5171 0.5216 -0.3092
O 0.3890 0.9701 1.9290
O -2.5549 -1.1647 2.3805
S 4.9765 0.5045 1.3154
C -2.5955 -2.3014 3.1309
C 1.1554 1.1174 -4.3072
C 0.5905 0.6301 -3.0487
C -0.6211 0.1127 -3.4107
C 3.3123 0.7041 1.8297
C 0.3848 0.7648 -0.5395
C 1.1731 0.6406 -1.7132
C 2.5345 0.5480 -1.6351
C 1.0360 0.8222 0.7087
C 3.1915 0.5725 -0.3982
C 2.4533 0.7251 0.7720
N -0.7366 0.2269 -4.8146
N -1.3736 -2.8111 3.3645
C -2.0086 0.0333 -5.5250
C -1.3145 1.1500 3.6041
C -0.4056 -1.7865 3.0665
C -0.9579 0.6164 2.2102
C -1.1820 -0.9022 2.0977
H 2.0641 1.6633 -4.4277
H -1.3521 -0.3253 -2.7504
H 2.9807 0.6901 2.8710
H -0.7075 0.8057 -0.6338
H 3.1582 0.4544 -2.5123
H -1.3236 -3.3642 4.2027
H -1.8283 -0.2224 -6.5901
H -2.3519 0.9042 3.8650
H -1.1722 2.2738 3.6621
H -0.6638 0.6920 4.3369
H 0.5039 -2.2226 2.6564
H -0.1128 -1.2835 3.9906
H -1.5944 1.1650 1.5141
H -0.9136 -1.2137 1.0763
*
```